[1]
This record from OMol25 describes C44H52N4O3Sb2Tl as an isolated structure at a distorted geometry. The level of theory is the ωB97M-V functional and the def2-TZVPD basis.

Positions of all 106 atoms, in Å:
Tl -1.42 -0.21 -1.26
N -0.71 -1.93 -5.43
C -0.82 -1.12 -6.70
C 0.49 -0.36 -6.80
C 0.64 0.68 -5.65
N 0.73 -0.05 -4.35
C -0.58 1.66 -5.67
C -1.91 0.93 -5.62
N -2.20 0.40 -4.28
C -2.00 -0.14 -6.71
H -0.25 -2.85 -5.63
H -1.61 -2.18 -4.95
H -0.11 -1.38 -4.75
H -0.92 -1.86 -7.52
H 0.52 0.08 -7.82
H 1.38 -1.04 -6.80
H 1.57 1.27 -5.83
H -0.03 0.28 -3.77
H 1.66 0.04 -3.91
H -0.47 2.27 -6.60
H -0.47 2.35 -4.81
H -2.70 1.71 -5.83
H -2.84 -0.40 -4.32
H -2.68 1.16 -3.83
H -1.99 0.39 -7.67
H -2.93 -0.70 -6.62
C 2.35 -0.33 1.06
C 2.06 -1.52 1.97
C 0.69 -2.14 1.75
Sb -0.96 -1.68 3.15
C 0.12 -1.49 5.04
C 1.13 -2.38 5.46
C 1.47 -2.49 6.81
C 0.93 -1.63 7.75
C -0.02 -0.67 7.38
C -0.41 -0.62 6.05
C -1.24 0.44 2.77
C -2.42 0.74 2.07
C -2.28 3.35 1.89
C -1.16 3.62 2.82
C -0.33 2.71 3.35
C -0.37 1.29 3.38
Sb 2.92 1.50 2.01
C 4.14 2.41 0.47
C 5.35 2.97 0.69
C 5.84 3.97 -0.15
C 5.19 4.34 -1.29
C 3.93 3.78 -1.56
C 3.44 2.78 -0.75
C 4.69 0.71 3.12
C 5.65 -0.11 2.51
C 6.76 -0.57 3.19
C 6.95 -0.17 4.50
C 6.03 0.64 5.16
C 4.90 1.08 4.43
H 1.43 -0.04 0.55
H 3.08 -0.47 0.28
H 2.23 -1.13 3.01
H 2.84 -2.25 1.79
H 0.75 -3.23 1.93
H 0.25 -1.96 0.75
H 1.70 -3.03 4.79
H 2.19 -3.27 7.08
H 1.25 -1.62 8.81
H -0.46 0.03 8.11
H -1.17 0.15 5.74
H -3.03 -0.15 1.76
H -3.13 3.99 2.18
H -0.85 4.63 2.85
H 0.56 3.09 3.84
H 0.43 0.82 3.96
H 5.97 2.70 1.54
H 6.86 4.32 0.04
H 5.71 4.94 -2.08
H 3.29 4.01 -2.42
H 2.53 2.24 -1.06
H 5.42 -0.47 1.51
H 7.47 -1.28 2.79
H 7.82 -0.51 5.05
H 6.14 0.87 6.24
H 4.16 1.72 4.95
C -5.09 0.98 1.25
O -4.27 2.11 1.47
C -2.97 1.97 1.84
C -1.85 3.80 0.43
H -6.07 1.35 1.07
H -5.14 0.39 2.18
H -4.80 0.39 0.33
H -1.30 4.72 0.40
H -2.74 4.04 -0.17
H -1.23 3.03 -0.04
O -3.25 -2.50 -4.22
C -3.48 -2.68 -3.01
N -2.72 -2.16 -1.98
C -3.22 -2.63 -0.75
O -2.70 -2.36 0.36
C -4.38 -3.53 -1.00
C -5.26 -4.19 -0.19
C -6.38 -4.82 -0.71
C -6.57 -4.87 -2.08
C -5.70 -4.17 -2.94
C -4.62 -3.51 -2.44
H -5.06 -4.18 0.87
H -7.09 -5.21 0.01
H -7.41 -5.43 -2.52
H -5.83 -4.22 -4.02

Multiplicity   1
Energy relative to the best compared isomer or geometry (same formula, charge and spin)   0.00 kcal/mol
Charge   +1

[2]
This record from OMol25 describes C44H53As2BrCsN7O10S as an isolated structure. The level of theory is the ωB97M-V functional and the def2-TZVPD basis.

Positions of all 119 atoms, in Å:
Cs -0.60 1.40 -0.17
C -3.95 -1.18 -1.15
C -2.53 -1.35 -0.62
C -1.54 -1.78 -1.72
N -0.86 -0.62 -2.25
C -0.19 -0.64 -3.34
C -0.08 -1.82 -4.18
C 0.86 -2.15 -5.13
C 1.98 -1.46 -5.60
C 2.31 -0.15 -5.23
C 1.65 0.78 -4.46
C 0.39 0.71 -3.75
N -0.30 1.72 -3.33
C 0.07 3.09 -3.60
C -0.33 4.00 -2.43
C -1.82 4.35 -2.32
N -2.60 3.28 -1.76
C -3.88 3.32 -1.84
C -4.59 4.47 -2.39
C -5.84 4.61 -2.92
C -6.87 3.68 -3.08
C -6.84 2.40 -2.54
C -5.91 1.77 -1.72
C -4.63 2.19 -1.20
N -4.04 1.61 -0.19
C -4.80 0.62 0.55
C -4.95 -0.81 -0.05
H -4.27 -2.11 -1.63
H -3.96 -0.41 -1.93
H -2.53 -2.07 0.21
H -2.23 -0.38 -0.23
H -2.11 -2.32 -2.49
H -0.81 -2.51 -1.33
H -0.81 -2.59 -3.96
H 0.71 -3.14 -5.57
H 2.63 -1.96 -6.30
H 3.24 0.22 -5.66
H 2.14 1.75 -4.42
H -0.45 3.45 -4.50
H 1.15 3.24 -3.79
H 0.24 4.94 -2.49
H -0.01 3.51 -1.52
H -2.15 4.67 -3.32
H -1.91 5.24 -1.68
H -3.99 5.37 -2.41
H -6.05 5.61 -3.31
H -7.76 3.98 -3.63
H -7.71 1.78 -2.76
H -6.21 0.78 -1.43
H -5.82 0.99 0.76
H -4.31 0.53 1.52
H -5.96 -0.93 -0.45
H -4.86 -1.53 0.76
N -0.59 2.91 2.90
N -0.50 2.17 4.07
C -1.08 0.96 4.21
N -0.92 0.43 5.47
S -1.92 0.12 3.05
H 0.33 3.30 2.67
H -1.30 3.63 2.98
H -0.13 2.61 4.90
H -0.13 0.72 6.03
H -1.17 -0.54 5.54
C 2.74 0.09 5.41
O 2.09 -0.62 4.36
C 1.39 -1.70 4.71
O 1.28 -2.04 5.87
C 0.64 -2.34 3.61
C 0.30 -3.64 3.75
As 1.74 -4.96 3.93
C 3.29 -3.87 4.47
C 1.98 -4.63 1.92
C 1.66 -3.53 1.23
As 0.59 -1.84 1.68
C 2.12 -0.62 1.50
C 1.91 -3.42 -0.24
O 1.45 -2.50 -0.88
O 2.60 -4.41 -0.81
C 2.71 -4.29 -2.25
C 2.42 -5.93 1.31
O 1.62 -6.75 0.96
O 3.73 -6.23 1.27
C 4.72 -5.23 1.53
C -0.84 -4.20 2.97
O -1.77 -3.56 2.55
O -0.74 -5.53 2.84
C -1.69 -6.15 1.96
H 3.15 0.98 4.95
H 3.53 -0.52 5.85
H 2.03 0.35 6.20
H 3.20 -3.63 5.53
H 3.43 -2.96 3.89
H 4.16 -4.51 4.33
H 3.00 -0.92 2.06
H 1.83 0.40 1.77
H 2.33 -0.63 0.43
H 3.18 -5.21 -2.57
H 3.32 -3.42 -2.51
H 1.73 -4.15 -2.69
H 5.55 -5.44 0.86
H 5.06 -5.30 2.56
H 4.35 -4.23 1.33
H -1.95 -5.48 1.15
H -2.60 -6.41 2.52
H -1.20 -7.04 1.58
Br 5.63 7.87 0.59
C 4.64 6.41 -0.14
C 4.78 6.12 -1.49
C 4.06 5.06 -2.02
C 3.23 4.29 -1.21
C 3.11 4.60 0.14
C 3.81 5.67 0.68
C 2.18 3.76 1.03
O 2.04 4.14 2.22
O 1.64 2.78 0.48
H 5.43 6.72 -2.11
H 4.15 4.82 -3.07
H 2.67 3.46 -1.60
H 3.69 5.89 1.73

Multiplicity   1
Energy relative to the best compared isomer or geometry (same formula, charge and spin)   0.00 kcal/mol
Charge   -2

[3]
This record from OMol25 describes C44H53BBeF4N7O3 as an isolated structure at a distorted geometry. The level of theory is the ωB97M-V functional and the def2-TZVPD basis.

Positions of all 113 atoms, in Å:
Be 0.87 -2.63 -0.62
B -0.66 -0.09 -0.19
F -0.41 0.22 1.14
F 0.55 -0.24 -0.89
F -1.21 -1.38 -0.29
F -1.43 0.88 -0.81
N 0.92 -3.27 1.69
C 0.75 -2.48 2.76
C 0.75 -2.92 4.07
C 0.91 -4.28 4.27
C 1.19 -5.11 3.19
C 1.19 -4.56 1.93
H 0.43 -1.49 2.45
H 0.62 -2.23 4.89
H 0.99 -4.61 5.30
H 1.35 -6.16 3.36
H 1.47 -5.19 1.09
N -3.93 4.21 -0.88
C -3.06 3.35 -0.32
C -3.02 2.98 1.01
C -4.01 3.53 1.82
C -4.88 4.47 1.31
C -4.80 4.77 -0.04
H -2.30 2.96 -0.99
H -2.27 2.31 1.40
H -4.02 3.34 2.89
H -5.56 5.01 1.95
H -5.37 5.55 -0.54
N 0.48 2.32 4.38
C 1.35 3.31 4.58
C 2.72 3.14 4.42
C 3.19 1.93 3.91
C 2.26 0.93 3.71
C 0.92 1.12 3.99
H 0.92 4.21 5.01
H 3.49 3.89 4.51
H 4.21 1.95 3.55
H 2.64 -0.02 3.34
H 0.16 0.36 3.93
N -1.18 -3.98 -0.36
C -2.12 -3.67 0.53
C -3.46 -4.03 0.45
C -3.80 -4.80 -0.64
C -2.84 -5.23 -1.54
C -1.53 -4.82 -1.35
H -1.84 -2.97 1.31
H -4.23 -3.72 1.14
H -4.83 -5.08 -0.82
H -3.03 -5.93 -2.33
H -0.74 -5.23 -1.96
N 1.75 4.08 -1.23
C 0.99 3.18 -0.61
C 0.74 3.24 0.77
C 1.20 4.33 1.47
C 1.97 5.28 0.82
C 2.26 5.09 -0.52
H 0.87 2.24 -1.15
H 0.29 2.40 1.28
H 0.85 4.38 2.50
H 2.25 6.22 1.28
H 2.82 5.85 -1.05
N 0.42 1.42 -4.48
C 0.52 1.55 -5.81
C -0.54 1.88 -6.64
C -1.77 2.15 -6.07
C -1.90 2.04 -4.70
C -0.78 1.67 -3.96
H 1.47 1.40 -6.30
H -0.43 1.97 -7.71
H -2.61 2.43 -6.69
H -2.77 2.32 -4.12
H -0.88 1.59 -2.88
N 2.62 -1.93 -2.19
C 3.87 -2.40 -2.24
C 4.85 -2.02 -3.13
C 4.55 -1.01 -4.05
C 3.27 -0.48 -4.02
C 2.38 -0.93 -3.06
H 4.18 -3.27 -1.65
H 5.79 -2.54 -3.24
H 5.23 -0.71 -4.84
H 2.91 0.23 -4.75
H 1.36 -0.58 -3.02
C 4.69 -1.41 1.35
C 3.58 -0.58 0.75
O 2.46 -1.02 0.60
C 3.92 0.77 0.22
H 5.35 -0.85 2.02
H 5.32 -1.76 0.53
H 4.24 -2.29 1.82
H 4.41 1.39 0.96
H 3.02 1.26 -0.14
H 4.61 0.66 -0.62
C -4.03 -0.12 5.31
C -3.01 -0.47 4.24
O -2.71 -1.62 4.03
C -2.50 0.67 3.39
H -4.11 0.93 5.60
H -3.61 -0.62 6.20
H -4.98 -0.63 5.21
H -1.89 0.20 2.62
H -1.93 1.46 3.87
H -3.42 0.99 2.89
C -2.50 -1.86 -3.11
C -1.08 -2.09 -3.57
O -0.27 -2.63 -2.82
C -0.73 -1.75 -4.98
H -2.85 -0.91 -3.51
H -2.53 -1.85 -2.03
H -3.05 -2.71 -3.53
H 0.24 -1.27 -5.08
H -1.48 -0.98 -5.22
H -0.69 -2.58 -5.68

Multiplicity   1
Energy relative to the best compared isomer or geometry (same formula, charge and spin)   0.00 kcal/mol
Charge   +1

[4]
This record from OMol25 describes C44H53BClFIN5O3SiSn as an isolated structure. The level of theory is the ωB97M-V functional and the def2-TZVPD basis.

Positions of all 111 atoms, in Å:
Sn 1.32 -0.49 0.41
Cl 4.14 3.86 5.72
C 3.78 3.00 4.23
C 4.80 2.73 3.36
C 4.55 2.04 2.16
I 6.12 1.65 0.85
C 3.27 1.59 1.79
O 3.04 0.99 0.69
C 2.21 1.88 2.74
N 0.99 1.41 2.42
C -0.01 1.61 3.24
C 0.13 2.33 4.44
C 1.35 2.82 4.79
C 2.46 2.59 3.95
H 5.81 3.03 3.60
H -0.96 1.18 2.96
H -0.74 2.50 5.07
H 1.49 3.38 5.71
C -2.30 -2.94 5.01
Si -0.65 -3.43 4.19
C 0.61 -2.21 4.87
C -0.21 -5.13 4.90
N -0.63 -3.36 2.51
C -1.11 -4.27 1.66
C -2.14 -5.22 1.92
C -2.57 -6.17 1.01
C -2.02 -6.24 -0.27
C -1.03 -5.31 -0.59
C -0.62 -4.37 0.32
F 0.33 -3.49 -0.11
H -2.20 -2.88 6.10
H -3.10 -3.65 4.78
H -2.62 -1.96 4.65
H 1.01 -2.52 5.84
H 0.16 -1.22 5.00
H 1.44 -2.11 4.17
H -0.34 -5.18 5.99
H 0.84 -5.36 4.68
H -0.81 -5.91 4.45
H -2.60 -5.19 2.91
H -3.36 -6.86 1.29
H -2.35 -6.97 -0.99
H -0.56 -5.30 -1.57
O 3.75 -2.06 0.28
N 3.55 -2.05 -0.92
O 2.60 -1.29 -1.32
C 0.61 4.68 1.02
C -0.39 4.39 -0.10
C -0.98 5.68 -0.65
C -1.49 3.45 0.37
C -2.37 3.84 1.37
C -3.39 3.01 1.79
C -3.54 1.76 1.22
C -2.68 1.32 0.22
C -2.90 -0.05 -0.40
C -2.71 -1.17 0.62
C -4.27 -0.15 -1.06
C -1.65 2.17 -0.20
N -0.83 1.80 -1.30
B 0.27 0.85 -1.41
N 0.50 0.89 -2.87
C -0.41 1.74 -3.48
C -1.19 2.30 -2.55
C 1.26 0.04 -3.72
C 2.52 0.42 -4.20
C 3.20 -0.46 -5.03
C 2.66 -1.69 -5.39
C 1.39 -2.03 -4.95
C 0.67 -1.17 -4.13
C -0.72 -1.56 -3.68
C -0.67 -2.74 -2.72
C -1.63 -1.86 -4.88
C 3.16 1.79 -3.98
C 2.42 2.86 -4.79
C 3.35 2.24 -2.54
H 1.41 5.32 0.65
H 1.06 3.76 1.38
H 0.13 5.18 1.86
H 0.15 3.89 -0.90
H -1.53 6.23 0.12
H -1.67 5.48 -1.47
H -0.19 6.33 -1.03
H -2.25 4.82 1.82
H -4.07 3.34 2.57
H -4.34 1.11 1.56
H -2.15 -0.19 -1.18
H -3.44 -1.10 1.43
H -1.72 -1.16 1.07
H -2.82 -2.15 0.16
H -5.08 -0.07 -0.32
H -4.38 -1.11 -1.57
H -4.41 0.65 -1.80
H -0.43 1.88 -4.55
H -1.99 3.02 -2.66
H 4.18 -0.19 -5.39
H 3.22 -2.37 -6.01
H 0.96 -2.98 -5.23
H -1.16 -0.72 -3.14
H -0.25 -3.63 -3.20
H -1.67 -3.00 -2.35
H -0.04 -2.51 -1.86
H -1.33 -2.78 -5.38
H -1.61 -1.05 -5.61
H -2.66 -1.99 -4.54
H 4.16 1.70 -4.41
H 1.43 3.05 -4.36
H 2.29 2.56 -5.83
H 2.98 3.80 -4.76
H 2.41 2.49 -2.06
H 3.99 3.12 -2.52
H 3.82 1.46 -1.94

Multiplicity   1
Energy relative to the best compared isomer or geometry (same formula, charge and spin)   0.00 kcal/mol
Charge   -2

Number 1: frontier orbital gap 6.2045 eV, E_HOMO -9.162 eV. Number 2: frontier orbital gap 3.5284 eV, E_HOMO -1.153 eV. Number 3: frontier orbital gap 7.0848 eV, E_HOMO -10.644 eV. Number 4: frontier orbital gap 5.1976 eV, E_HOMO -1.434 eV.